No. 1
The following is a quantum chemistry calculation of a cluster of 4 separate species, C29H52N2O5Si in total at a distorted geometry, from the Open Molecules 2025 dataset.

- energy (hartree) = -1911.11181
- structure (SMILES) = C[Si](C)(C)OCC[C@@H](C#N)[C@H](C#N)CC(=O)c1ccccc1.CCOCC.CCOCC.CCOCC
- orbital gap (eV) = 8.3

```
! RIJCOSX wB97M-V def2-TZVPD def2/J DEFGRID3
* xyz 0 1
C -2.42 3.34 -2.54
Si -1.16 2.49 -3.74
C -1.76 3.00 -5.52
C -1.33 0.59 -3.65
O 0.46 3.10 -3.61
C 1.20 2.49 -2.52
C 1.36 3.46 -1.22
C 0.69 2.78 0.12
C 1.84 2.24 1.12
N 2.58 1.68 1.89
C -0.37 3.76 0.84
C 0.40 4.76 1.82
N 1.11 5.51 2.43
C -1.62 3.01 1.54
C -1.21 1.78 2.48
O -0.99 2.01 3.72
C -1.10 0.25 2.00
C -0.64 -0.91 2.98
C -0.51 -2.39 2.41
C -0.81 -2.77 0.93
C -1.30 -1.64 -0.03
C -1.43 -0.19 0.53
H -2.61 4.44 -2.87
H -3.43 2.80 -2.74
H -2.14 3.25 -1.43
H -0.87 2.85 -6.25
H -2.54 2.19 -5.82
H -2.22 4.04 -5.56
H -0.42 0.04 -4.08
H -1.46 0.30 -2.54
H -2.30 0.26 -4.19
H 2.29 2.35 -2.91
H 0.84 1.44 -2.21
H 0.86 4.48 -1.36
H 2.48 3.55 -0.98
H 0.10 1.87 -0.26
H -0.82 4.42 0.00
H -2.41 2.69 0.77
H -2.12 3.80 2.23
H -0.41 -0.71 4.09
H -0.15 -3.22 3.11
H -0.70 -3.82 0.49
H -1.56 -1.79 -1.14
H -1.80 0.64 -0.19
C 3.18 -2.69 -2.01
C 2.78 -2.94 -0.57
O 2.41 -4.29 -0.31
C 3.40 -5.28 -0.54
C 4.64 -5.10 0.32
H 2.39 -3.01 -2.69
H 3.37 -1.62 -2.17
H 4.09 -3.23 -2.28
H 1.91 -2.33 -0.34
H 3.57 -2.63 0.12
H 3.66 -5.32 -1.60
H 2.94 -6.24 -0.30
H 5.17 -4.18 0.08
H 5.33 -5.94 0.17
H 4.37 -5.05 1.38
C -1.40 2.22 6.61
C -1.42 3.52 7.40
O -0.85 3.41 8.69
C 0.52 3.02 8.76
C 1.46 3.99 8.06
H -1.88 1.42 7.18
H -1.93 2.34 5.66
H -0.38 1.89 6.39
H -2.46 3.83 7.54
H -0.93 4.32 6.84
H 0.64 2.00 8.37
H 0.78 2.98 9.82
H 1.28 4.02 6.98
H 2.50 3.69 8.22
H 1.32 5.00 8.44
C -0.23 -5.51 -4.50
C -0.91 -4.43 -3.68
O -0.91 -3.15 -4.30
C -1.58 -3.06 -5.55
C -3.06 -3.40 -5.48
H 0.78 -5.20 -4.77
H -0.18 -6.44 -3.94
H -0.77 -5.71 -5.43
H -0.37 -4.31 -2.73
H -1.93 -4.72 -3.41
H -1.07 -3.67 -6.30
H -1.47 -2.02 -5.89
H -3.22 -4.44 -5.22
H -3.54 -3.22 -6.45
H -3.56 -2.78 -4.72
*
```

Here are the Mulliken charges for atoms 1 to 6, given in e: number 1, C, carries -0.73; number 2, Si, carries 0.64; number 3, C, carries -1.04; number 4, C, carries -0.34; number 5, O, carries -0.56; number 6, C, carries -0.29



No. 2
The following is a quantum chemistry calculation of a structure of composition C29H52N6OPdS2SbSi at a distorted geometry, from the Open Molecules 2025 dataset.

- energy above the lowest of the compared OMol25 structures with the same formula, charge and spin (eV) = 4.341
- energy (hartree) = -2992.85027
- orbital gap (spin up / spin down) (eV) = 7.0 / 2.4

```
! RIJCOSX wB97M-V def2-TZVPD def2/J DEFGRID3
* xyz 3 5
Pd -0.91 0.28 -0.66
C -0.15 6.78 -0.65
C 0.08 5.40 -1.09
C 0.99 5.17 -2.17
C 1.29 3.82 -2.41
C 0.59 2.79 -1.80
C -0.36 3.12 -0.69
N -0.47 4.42 -0.39
N -1.01 2.19 0.05
Si -2.59 2.51 0.82
C -2.45 4.03 2.04
C -2.92 0.86 1.60
C -3.92 2.74 -0.53
H -1.05 6.72 0.00
H -0.19 7.54 -1.45
H 0.68 7.07 0.02
H 1.26 5.99 -2.81
H 2.05 3.59 -3.16
H 0.99 1.81 -2.00
H -1.56 4.58 1.65
H -2.25 3.80 3.11
H -3.33 4.62 2.00
H -3.07 0.83 2.71
H -2.04 0.24 1.41
H -3.72 0.27 1.21
H -3.88 3.75 -0.98
H -4.85 2.55 0.01
H -3.75 1.99 -1.31
C 0.93 -5.60 -2.28
C 0.63 -4.56 -3.33
Sb 2.20 -3.04 -3.54
C 3.42 -4.11 -5.00
C 4.33 -3.22 -5.76
C 1.13 -2.02 -5.14
C 0.82 -2.67 -6.47
H 0.01 -5.80 -1.69
H 1.57 -5.24 -1.50
H 1.34 -6.55 -2.59
H -0.29 -3.95 -3.12
H 0.63 -5.05 -4.30
H 2.74 -4.62 -5.79
H 4.01 -4.92 -4.58
H 3.86 -2.52 -6.48
H 4.98 -3.79 -6.38
H 5.00 -2.56 -5.08
H 1.78 -1.16 -5.23
H 0.28 -1.65 -4.53
H 1.71 -2.61 -7.07
H 0.07 -2.01 -6.93
H 0.47 -3.72 -6.40
C -4.80 -2.65 -2.16
N -4.00 -1.94 -1.16
C -2.70 -2.42 -0.88
S -1.32 -1.85 -1.70
N -2.62 -3.43 0.05
C -3.75 -4.31 0.36
H -4.22 -2.93 -3.01
H -5.61 -1.94 -2.32
H -5.09 -3.59 -1.68
H -3.85 -0.95 -1.41
H -1.76 -3.54 0.59
H -4.67 -3.73 0.35
H -3.51 -4.79 1.35
H -3.79 -5.13 -0.36
C 1.74 -2.69 5.82
C 1.33 -2.16 4.41
C 2.44 -1.51 3.54
N 1.98 -1.19 2.23
C 1.44 -0.05 1.76
S 1.24 -0.04 0.05
N 1.18 1.01 2.56
C 2.27 1.77 3.22
O 3.40 1.30 3.31
C 1.74 2.89 4.09
C 2.68 3.82 4.58
C 2.25 4.89 5.37
C 0.95 4.84 5.87
C 0.02 3.95 5.38
C 0.41 3.03 4.40
H 0.88 -3.01 6.37
H 2.27 -1.91 6.38
H 2.40 -3.53 5.66
H 0.52 -1.38 4.52
H 0.95 -3.08 3.93
H 3.21 -2.24 3.30
H 2.95 -0.65 3.94
H 1.81 -2.01 1.60
H 0.49 1.60 2.06
H 3.72 3.90 4.21
H 2.89 5.73 5.62
H 0.71 5.50 6.69
H -1.00 4.02 5.71
H -0.27 2.29 4.06
*
```

Here are the Mulliken charges for atoms 1 to 6, given in e: number 1, Pd, carries -0.15; number 2, C, carries -1.31; number 3, C, carries 0.64; number 4, C, carries -0.62; number 5, C, carries -0.80; number 6, C, carries -0.48



No. 3
The following is a quantum chemistry calculation of a structure of composition C29H52P2RuSi at a distorted geometry, from the Open Molecules 2025 dataset.

- energy above the lowest of the compared OMol25 structures with the same formula, charge and spin (eV) = 4.345
- energy (hartree) = -2202.41302
- orbital gap (spin up / spin down) (eV) = 6.5 / 4.8

```
! RIJCOSX wB97M-V def2-TZVPD def2/J DEFGRID3
* xyz 2 5
Ru -0.67 1.06 1.11
C 0.74 0.85 3.29
C 1.81 1.39 2.52
C -0.08 2.72 2.12
C -0.40 1.74 3.15
C 1.34 2.52 1.81
C 0.83 -0.34 4.17
H 1.68 -0.99 3.90
H -0.08 -0.95 4.12
H 0.96 -0.03 5.22
C -1.56 1.81 4.08
H -2.20 0.95 3.92
H -2.12 2.73 3.92
H -1.25 1.78 5.13
C -0.89 3.89 1.73
H -0.67 4.70 2.43
H -1.95 3.64 1.76
H -0.64 4.19 0.71
C 2.14 3.41 0.94
H 2.71 4.14 1.53
H 1.45 3.97 0.30
H 2.84 2.86 0.29
C 3.18 0.81 2.51
H 3.79 1.24 3.31
H 3.70 1.02 1.57
H 3.18 -0.28 2.66
C 0.62 -1.79 -0.18
C 1.82 -2.32 0.12
C 3.02 -1.46 -0.22
C 3.05 -1.57 -1.78
C 2.80 -0.32 -2.54
C 2.30 0.83 -2.03
C 1.15 0.74 -1.04
C 0.33 -0.60 -1.07
H 3.92 -1.90 0.23
H 2.29 -2.29 -2.16
H 2.95 -0.42 0.11
H 0.39 -0.91 -2.15
H -0.30 -2.02 0.42
H 2.01 -3.33 0.47
H -0.74 -0.27 -0.91
H 1.47 0.98 0.02
H 2.57 1.84 -2.35
H 0.46 1.59 -1.33
H 4.00 -2.05 -2.07
H 3.19 -0.38 -3.58
P -0.67 -1.15 -3.97
P -0.64 1.88 -3.97
C -0.65 -0.38 -5.70
C -1.13 1.07 -5.64
H -1.30 -1.02 -6.34
H 0.37 -0.47 -6.08
H -0.69 1.66 -6.47
H -2.23 1.10 -5.73
C -1.29 3.56 -4.45
H -0.79 4.30 -3.81
H -2.36 3.62 -4.19
H -1.13 3.77 -5.54
C 1.06 2.23 -4.62
H 1.10 2.34 -5.72
H 1.73 1.42 -4.32
H 1.42 3.13 -4.11
C -2.36 -1.84 -4.04
H -2.57 -2.33 -3.09
H -2.45 -2.56 -4.87
H -3.08 -1.01 -4.15
C 0.38 -2.61 -4.33
H 1.43 -2.29 -4.41
H 0.05 -3.10 -5.26
H 0.29 -3.35 -3.51
C -1.42 -3.87 4.60
Si -2.60 -2.44 4.16
C -4.24 -3.37 3.95
C -2.65 -1.70 5.91
C -2.06 -1.30 2.78
C -1.50 -0.43 1.99
H -1.67 -4.38 5.55
H -0.38 -3.52 4.73
H -1.40 -4.67 3.83
H -4.42 -4.07 4.78
H -5.11 -2.71 3.91
H -4.26 -3.97 3.04
H -1.70 -1.24 6.22
H -3.42 -0.95 6.09
H -2.83 -2.49 6.65
*
```

Here are the Mulliken charges for atoms 1 to 6, given in e: number 1, Ru, carries 0.37; number 2, C, carries 1.02; number 3, C, carries 1.72; number 4, C, carries 0.42; number 5, C, carries -0.37; number 6, C, carries 0.34



No. 4
The following is a quantum chemistry calculation of a structure of composition C29H53BO2P2Ru at a distorted geometry, from the Open Molecules 2025 dataset.

- energy above the lowest of the compared OMol25 structures with the same formula, charge and spin (eV) = 0.000
- energy (hartree) = -2089.07699
- orbital gap (spin up / spin down) (eV) = 6.9 / 5.7

```
! RIJCOSX wB97M-V def2-TZVPD def2/J DEFGRID3
* xyz 2 5
Ru -1.37 0.91 -1.25
C -1.67 1.69 1.96
C -1.83 2.90 1.22
C -2.99 1.21 0.09
C -2.41 0.67 1.34
C -2.63 2.64 0.08
C -0.85 1.54 3.19
H -0.02 2.26 3.21
H -0.43 0.53 3.27
H -1.45 1.71 4.09
C -2.61 -0.68 1.90
H -1.66 -1.22 2.02
H -3.27 -1.30 1.28
H -3.06 -0.61 2.90
C -4.19 0.69 -0.61
H -5.00 1.43 -0.57
H -4.53 -0.24 -0.15
H -3.96 0.49 -1.66
C -3.19 3.62 -0.88
H -4.27 3.73 -0.72
H -3.04 3.29 -1.92
H -2.73 4.61 -0.76
C -1.28 4.22 1.61
H -1.87 4.64 2.44
H -1.34 4.93 0.78
H -0.24 4.16 1.94
C 3.52 -0.34 3.68
C 4.37 0.68 3.48
C 5.08 1.13 2.23
C 4.71 0.50 0.87
C 3.37 1.06 0.36
C 2.21 0.83 1.27
C 1.87 -0.56 1.70
C 2.87 -1.25 2.66
H 6.16 0.94 2.38
H 4.70 -0.59 0.94
H 4.98 2.22 2.15
H 3.62 -1.80 2.06
H 3.26 -0.60 4.71
H 4.72 1.24 4.36
H 2.30 -2.00 3.22
H 0.89 -0.52 2.21
H 2.04 1.60 2.03
H 1.71 -1.23 0.84
H 5.50 0.77 0.15
H 3.50 2.15 0.23
P 2.78 0.54 -1.37
C 3.66 -0.98 -1.76
C 3.41 1.79 -2.51
P 0.49 1.22 -0.13
C 1.08 0.19 -1.62
C 0.93 2.96 -0.58
C -1.83 1.31 -3.18
H 2.94 -1.74 -2.10
H 4.25 -1.39 -0.93
H 4.34 -0.76 -2.60
H 4.14 1.28 -3.16
H 3.94 2.60 -1.99
H 2.61 2.20 -3.13
H -1.08 0.82 -3.82
H -1.83 2.39 -3.37
H -2.82 0.89 -3.42
H 0.88 -0.88 -1.51
H 0.70 0.56 -2.59
H 0.05 3.42 -1.04
H 1.77 3.04 -1.28
H 1.19 3.49 0.34
C -2.57 -4.00 -2.90
C -2.54 -3.15 -1.64
C -3.86 -3.36 -0.91
O -2.45 -1.78 -2.07
B -1.60 -1.10 -1.20
O -0.91 -1.99 -0.35
C -1.27 -3.34 -0.71
C -1.49 -4.12 0.57
C -0.07 -3.95 -1.44
H -2.71 -5.06 -2.63
H -1.66 -3.90 -3.49
H -3.42 -3.70 -3.52
H -4.69 -3.05 -1.55
H -4.00 -4.43 -0.68
H -3.92 -2.79 0.03
H -1.79 -5.14 0.33
H -0.56 -4.17 1.14
H -2.25 -3.66 1.21
H 0.18 -3.40 -2.35
H 0.80 -3.93 -0.77
H -0.27 -5.00 -1.69
*
```

Here are the Mulliken charges for atoms 1 to 6, given in e: number 1, Ru, carries -0.84; number 2, C, carries -0.04; number 3, C, carries 1.12; number 4, C, carries 0.15; number 5, C, carries 1.11; number 6, C, carries 0.76



No. 5
The following is a quantum chemistry calculation of a cluster of 9 separate species, C29H53Br2N2O33S8 in total at a distorted geometry, from the Open Molecules 2025 dataset.

- energy (hartree) = -12062.19603
- orbital gap (eV) = 7.4

```
! RIJCOSX wB97M-V def2-TZVPD def2/J DEFGRID3
* xyz 1 1
C -0.33 0.38 -1.29
C 0.60 -0.57 -2.16
C -0.16 -1.16 -3.40
C 1.35 -1.63 -1.29
C 2.30 -2.49 -2.26
C 0.41 -2.67 -0.59
O 1.13 -3.57 0.32
N 1.69 -2.82 1.29
C 0.91 -2.21 2.21
C 1.31 -1.35 3.29
C 2.78 -1.17 3.35
C 3.47 -1.93 2.30
C 5.05 -1.84 2.33
Br 5.76 -1.69 4.16
C 5.69 -3.15 1.68
C 7.18 -3.42 2.17
Br 5.82 -2.97 -0.30
N 2.99 -2.69 1.32
H -0.82 -0.19 -0.47
H 0.33 1.17 -0.82
H -1.08 0.93 -1.90
H 1.41 0.12 -2.58
H -0.71 -2.11 -3.21
H 0.60 -1.31 -4.22
H -0.87 -0.37 -3.78
H 1.99 -1.07 -0.55
H 2.64 -1.92 -3.15
H 3.22 -2.72 -1.65
H 1.85 -3.48 -2.52
H -0.07 -3.27 -1.41
H -0.45 -2.16 -0.07
H -0.18 -2.41 2.12
H 0.63 -0.85 4.00
H 3.27 -0.54 4.11
H 5.34 -0.98 1.67
H 5.11 -4.07 1.96
H 7.76 -2.46 2.22
H 7.20 -3.98 3.14
H 7.61 -4.13 1.42
C 4.77 2.23 5.72
C 6.06 1.77 5.06
O 6.67 2.96 4.56
S 6.29 4.20 5.53
O 7.37 4.40 6.43
O 5.74 5.24 4.74
O 5.09 3.47 6.34
H 4.00 2.41 4.97
H 4.41 1.52 6.46
H 5.89 1.05 4.26
H 6.74 1.33 5.80
C -5.39 -1.83 -5.96
C -3.96 -1.64 -6.42
O -3.51 -0.47 -5.72
S -4.24 -0.39 -4.28
O -3.35 -0.94 -3.30
O -4.83 0.89 -4.15
O -5.39 -1.48 -4.57
H -6.07 -1.15 -6.48
H -5.74 -2.85 -6.10
H -3.88 -1.50 -7.49
H -3.34 -2.48 -6.11
C -3.63 2.59 1.02
C -3.58 3.72 2.02
O -2.67 3.27 3.03
S -1.54 2.33 2.36
O -0.38 3.13 2.11
O -1.50 1.10 3.07
O -2.29 2.09 0.95
H -4.28 1.78 1.36
H -3.96 2.92 0.04
H -4.55 3.94 2.44
H -3.16 4.63 1.57
C -6.13 -6.84 -4.35
C -7.50 -6.24 -4.57
O -7.33 -5.33 -5.66
S -6.19 -5.90 -6.66
O -6.82 -6.57 -7.73
O -5.22 -4.87 -6.86
O -5.57 -7.01 -5.66
H -5.48 -6.15 -3.79
H -6.17 -7.80 -3.83
H -7.88 -5.73 -3.70
H -8.22 -7.01 -4.88
C 5.35 -0.29 -4.46
C 5.88 1.03 -4.97
O 4.79 1.62 -5.69
S 3.40 1.17 -4.99
O 2.98 2.21 -4.12
O 2.56 0.62 -5.99
O 3.99 -0.03 -4.09
H 5.35 -1.05 -5.25
H 5.91 -0.66 -3.61
H 6.74 0.92 -5.62
H 6.13 1.70 -4.14
C -0.15 6.82 2.72
C 0.38 8.15 2.23
O -0.72 8.74 1.53
S -2.10 8.29 2.24
O -2.51 9.32 3.13
O -2.96 7.75 1.23
O -1.50 7.07 3.11
H -0.17 6.07 1.93
H 0.42 6.43 3.57
H 1.24 8.03 1.57
H 0.64 8.80 3.06
C 2.30 -4.10 5.71
C 3.75 -4.55 5.62
O 4.18 -4.67 6.97
S 2.93 -5.14 7.88
O 3.00 -6.54 8.06
O 2.81 -4.23 8.97
O 1.76 -4.82 6.81
H 2.23 -3.03 5.92
H 1.74 -4.33 4.80
H 4.37 -3.83 5.08
H 3.83 -5.53 5.14
C -7.02 5.77 -0.86
C -7.89 5.30 -2.01
O -7.51 3.94 -2.23
S -7.08 3.28 -0.82
O -8.19 2.56 -0.31
O -5.79 2.70 -0.97
O -6.94 4.65 0.02
H -6.01 6.01 -1.20
H -7.44 6.63 -0.34
H -7.74 5.89 -2.91
H -8.95 5.32 -1.74
*
```

Here are the Mulliken charges for atoms 1 to 6, given in e: number 1, C, carries -1.42; number 2, C, carries 0.75; number 3, C, carries -1.19; number 4, C, carries 1.00; number 5, C, carries -1.01; number 6, C, carries -0.89